Entry 1:
Density functional theory data (ωB97M-V/def2-TZVPD) for 2 unconnected molecules or ions with the total composition C6H14N2O2.

## Properties
Energy above the lowest of the compared OMol25 structures with the same formula, charge and spin ... 0.336 eV
Lowest unoccupied orbital energy ... 0.023 Ha
Net charge ... 0

The geometry in XYZ format:
```
24
C6H14N2O2 ωB97M-V/def2-TZVPD
C -1.551 -1.281 1.138
N -1.378 -1.932 -0.164
C -1.090 -1.192 -1.260
C -1.118 -1.941 -2.574
O -0.788 -0.013 -1.184
H -2.599 -1.010 1.287
H -1.227 -1.965 1.918
H -0.930 -0.395 1.176
H -1.824 -2.825 -0.287
H -0.753 -2.960 -2.465
H -2.145 -1.984 -2.945
H -0.494 -1.439 -3.305
C 0.322 3.107 1.045
N 0.736 1.822 0.538
C 1.924 1.311 0.973
C 2.285 -0.019 0.358
O 2.603 1.860 1.820
H -0.734 3.265 0.806
H 0.394 3.136 2.129
H 0.929 3.945 0.695
H 0.331 1.537 -0.343
H 1.865 -0.095 -0.648
H 3.363 -0.118 0.304
H 1.878 -0.814 0.988
```



Entry 2:
Density functional theory data (ωB97M-V/def2-TZVPD) for a single C3H6N2O2 molecule.

## Properties
Energy above the lowest of the compared OMol25 structures with the same formula, charge and spin ... 4.820 eV
Lowest unoccupied orbital energy ... 0.031 Ha
Net charge ... 0

The geometry in XYZ format:
```
13
C3H6N2O2 ωB97M-V/def2-TZVPD
C -0.701 -1.364 1.135
C -0.881 -0.240 0.446
N -1.592 -0.099 -0.746
O -0.237 0.936 0.848
C 1.027 1.004 0.242
N 1.120 0.801 -1.170
O 1.627 -0.161 -0.145
H -0.986 -2.323 0.714
H -0.227 -1.348 2.107
H -1.303 0.722 -1.261
H -1.485 -0.914 -1.337
H 1.685 1.730 0.724
H 1.953 1.255 -1.559
```



Entry 3:
Density functional theory data (ωB97M-V/def2-TZVPD) for 10 unconnected molecules or ions with the total composition C56H60N8O20.

## Properties
Energy above the lowest of the compared OMol25 structures with the same formula, charge and spin ... 1.288 eV
Lowest unoccupied orbital energy ... -0.031 Ha
Net charge ... 0

The geometry in XYZ format:
```
144
C56H60N8O20 ωB97M-V/def2-TZVPD
O -0.377 0.937 2.478
N -0.733 0.536 1.373
O -1.852 0.633 0.927
C 0.271 -0.006 0.435
C 1.613 0.010 0.808
C 2.549 -0.349 -0.138
C 2.135 -0.636 -1.452
C 0.823 -0.779 -1.812
C -0.118 -0.382 -0.877
H 1.859 0.301 1.819
H 3.581 -0.230 0.159
H 2.901 -0.944 -2.149
H 0.506 -1.057 -2.806
H -1.158 -0.343 -1.168
O -3.091 0.945 -6.563
N -3.027 0.180 -5.620
O -3.546 0.409 -4.544
C -2.165 -1.045 -5.662
C -1.797 -1.545 -6.897
C -0.981 -2.718 -6.978
C -0.541 -3.377 -5.828
C -0.890 -2.821 -4.537
C -1.656 -1.662 -4.507
H -2.104 -1.006 -7.780
H -0.662 -3.074 -7.946
H -0.059 -4.337 -5.938
H -0.472 -3.226 -3.628
H -1.939 -1.240 -3.554
O -3.334 0.713 -1.636
N -4.134 -0.222 -1.822
O -3.872 -1.410 -1.662
C -5.569 0.107 -2.221
C -6.449 -0.936 -2.548
C -7.751 -0.732 -2.896
C -8.206 0.584 -2.925
C -7.377 1.629 -2.539
C -6.066 1.381 -2.235
H -6.052 -1.930 -2.693
H -8.331 -1.542 -3.311
H -9.265 0.682 -3.114
H -7.704 2.658 -2.551
H -5.463 2.187 -1.843
O -0.896 2.845 -8.557
N -0.332 2.027 -7.836
O -0.063 0.910 -8.270
C 0.067 2.407 -6.467
C -0.183 3.690 -6.026
C 0.123 3.924 -4.669
C 0.574 2.953 -3.854
C 0.898 1.716 -4.360
C 0.625 1.412 -5.647
H -0.600 4.450 -6.669
H 0.074 4.930 -4.279
H 0.820 3.173 -2.825
H 1.457 0.999 -3.776
H 0.944 0.479 -6.087
O 1.787 -2.683 3.081
N 1.732 -3.362 4.104
O 2.506 -4.310 4.410
C 0.650 -3.076 5.039
C 0.051 -4.110 5.788
C -1.158 -3.907 6.482
C -1.689 -2.609 6.393
C -1.075 -1.591 5.705
C 0.117 -1.789 5.075
H 0.500 -5.092 5.781
H -1.610 -4.701 7.058
H -2.642 -2.348 6.830
H -1.510 -0.619 5.522
H 0.602 -1.024 4.487
O 5.888 -0.322 2.578
N 6.470 0.464 1.866
O 6.037 0.860 0.798
C 7.773 0.892 2.378
C 8.421 0.209 3.449
C 9.731 0.575 3.730
C 10.337 1.705 3.213
C 9.643 2.446 2.261
C 8.420 2.008 1.810
H 8.055 -0.707 3.889
H 10.233 0.015 4.504
H 11.280 1.872 3.713
H 10.111 3.313 1.819
H 7.919 2.589 1.050
O -7.977 -1.691 1.618
N -6.904 -1.095 1.658
O -5.859 -1.609 2.079
C -6.854 0.379 1.340
C -5.694 1.134 1.346
C -5.690 2.502 1.034
C -6.918 3.116 0.836
C -8.108 2.399 0.804
C -8.038 1.021 1.039
H -4.726 0.680 1.502
H -4.777 3.078 1.072
H -6.841 4.186 0.706
H -9.075 2.830 0.590
H -9.006 0.546 0.991
O 0.559 -4.067 -1.248
N 0.546 -4.769 -0.229
O 1.359 -5.657 -0.095
C -0.411 -4.594 0.847
C -0.688 -5.693 1.712
C -1.606 -5.601 2.743
C -2.297 -4.404 2.912
C -1.924 -3.274 2.164
C -1.050 -3.365 1.124
H -0.255 -6.674 1.583
H -1.881 -6.499 3.276
H -3.100 -4.425 3.634
H -2.381 -2.307 2.313
H -0.759 -2.555 0.471
C 12.212 -1.795 -1.807
O 10.942 -1.184 -1.756
C 10.311 -1.483 -0.551
C 8.884 -0.879 -0.535
O 8.140 -1.501 -1.586
C 6.827 -0.996 -1.648
H 12.222 -2.865 -1.600
H 12.728 -1.269 -1.004
H 12.685 -1.613 -2.772
H 10.788 -0.991 0.296
H 10.320 -2.548 -0.318
H 8.708 0.188 -0.673
H 8.381 -1.036 0.419
H 6.677 0.053 -1.904
H 6.227 -1.223 -0.767
H 6.327 -1.588 -2.414
C -5.811 5.857 2.969
O -5.088 6.599 3.986
C -4.584 5.854 5.117
C -3.267 5.186 4.810
O -3.526 4.005 4.034
C -2.315 3.432 3.440
H -5.997 6.536 2.138
H -6.706 5.382 3.370
H -5.118 5.121 2.561
H -5.270 5.049 5.380
H -4.550 6.592 5.919
H -2.717 5.046 5.741
H -2.618 5.891 4.290
H -2.099 3.689 2.403
H -2.532 2.365 3.496
H -1.411 3.574 4.032
```



Entry 4:
Density functional theory data (ωB97M-V/def2-TZVPD) for 2 unconnected molecules or ions with the total composition CH2F3PS.

## Properties
Energy above the lowest of the compared OMol25 structures with the same formula, charge and spin ... 0.564 eV
Lowest unoccupied orbital energy ... -0.002 Ha
Net charge ... 0

The geometry in XYZ format:
```
8
CH2F3PS ωB97M-V/def2-TZVPD
F 4.432 0.389 1.329
C 4.738 0.289 0.074
F 4.724 1.561 -0.411
S 4.957 -1.103 -0.627
F 0.831 1.352 -0.439
P -0.579 0.845 0.227
H -0.965 -0.102 -0.974
H -0.138 -0.275 0.940
```



Entry 5:
Density functional theory data (ωB97M-V/def2-TZVPD) for a single CH5OP molecule.

## Properties
Energy above the lowest of the compared OMol25 structures with the same formula, charge and spin ... 2.682 eV
Expectation value of S² ... 2.01
Lowest unoccupied orbital energy (alpha / beta) ... 0.037 / -0.134 Ha
2S+1 ... 3
Net charge ... 0

The geometry in XYZ format:
```
8
CH5OP ωB97M-V/def2-TZVPD
C -0.410 -0.604 -0.024
O 2.375 -0.457 -0.231
P 1.140 0.380 0.034
H -0.160 -1.038 -1.048
H -0.569 -1.550 0.651
H -1.325 0.003 0.071
H 1.005 1.334 -0.856
H 1.321 1.266 1.183
```



Entry 6:
Density functional theory data (ωB97M-V/def2-TZVPD) for a molecular structure, C32H25BrClN3O5STc.

## Properties
Expectation value of S² ... 3.77
Lowest unoccupied orbital energy (alpha / beta) ... -0.048 / -0.063 Ha
2S+1 ... 4
Net charge ... 0

The geometry in XYZ format:
```
69
C32H25BrClN3O5STc ωB97M-V/def2-TZVPD
Tc 0.435 1.698 1.267
Br -0.235 -4.033 5.975
C 0.210 -2.493 4.969
C 1.051 -1.532 5.510
C 1.366 -0.418 4.753
C 0.867 -0.273 3.463
O 1.182 0.874 2.818
C 0.052 -1.254 2.903
C -0.402 -1.266 1.460
N -0.634 0.067 0.896
C -1.670 0.200 -0.027
C -2.530 -0.774 -0.483
C -3.557 -0.458 -1.406
C -3.741 0.806 -1.883
C -2.862 1.834 -1.458
C -2.922 3.170 -1.908
C -2.006 4.087 -1.473
C -1.010 3.683 -0.573
N -0.943 2.443 -0.130
C -1.846 1.513 -0.553
C -0.289 -2.352 3.690
H 1.443 -1.645 6.510
H 1.996 0.366 5.149
H -1.357 -1.798 1.469
H -2.439 -1.796 -0.149
H -4.214 -1.253 -1.731
H -4.536 1.035 -2.580
H -3.697 3.456 -2.608
H -2.027 5.113 -1.809
H -0.264 4.370 -0.197
H -0.929 -3.123 3.280
C -1.562 1.763 -5.534
C -0.531 1.664 -4.445
C -0.375 0.491 -3.717
C 0.575 0.398 -2.710
C 1.376 1.492 -2.428
C 1.258 2.667 -3.162
C 0.303 2.744 -4.159
S 2.604 1.378 -1.168
O 3.741 2.145 -1.599
O 2.750 -0.018 -0.865
N 1.968 2.181 0.100
C 2.852 3.148 0.793
C 1.964 4.103 1.562
O 2.257 5.237 1.819
O 0.812 3.537 1.924
H -2.312 0.978 -5.441
H -1.096 1.662 -6.517
H -2.069 2.728 -5.513
H -1.007 -0.361 -3.933
H 0.712 -0.518 -2.157
H 1.915 3.499 -2.951
H 0.204 3.659 -4.732
H 3.482 3.681 0.087
H 3.496 2.641 1.519
Cl 1.132 -7.681 2.606
C 0.994 -6.064 1.978
C -0.018 -5.765 1.085
C -0.124 -4.469 0.599
C 0.759 -3.473 0.998
C 0.567 -2.052 0.549
C 1.779 -3.810 1.884
C 1.903 -5.098 2.379
H -0.712 -6.534 0.777
H -0.919 -4.230 -0.099
H 0.146 -2.046 -0.459
H 1.519 -1.522 0.499
H 2.477 -3.048 2.209
H 2.688 -5.352 3.076
```



Repeat the fifth record exactly.
Density functional theory data (ωB97M-V/def2-TZVPD) for a single CH5OP molecule.

## Properties
Energy above the lowest of the compared OMol25 structures with the same formula, charge and spin ... 2.682 eV
Expectation value of S² ... 2.01
Lowest unoccupied orbital energy (alpha / beta) ... 0.037 / -0.134 Ha
2S+1 ... 3
Net charge ... 0

The geometry in XYZ format:
```
8
CH5OP ωB97M-V/def2-TZVPD
C -0.410 -0.604 -0.024
O 2.375 -0.457 -0.231
P 1.140 0.380 0.034
H -0.160 -1.038 -1.048
H -0.569 -1.550 0.651
H -1.325 0.003 0.071
H 1.005 1.334 -0.856
H 1.321 1.266 1.183
```